DFT (ωB97M-V/def2-TZVPD) results for C22H35MnN7O as an isolated structure.

Its lowest unoccupied orbital energy (spin up / spin down) is -5.053 / -5.175 eV. As for the expectation value of S²: 8.76. The energy above the lowest of the compared OMol25 structures with the same formula, charge and spin comes out at 0.000 eV. Its maximum force is 0.4 eV/A. The highest occupied orbital energy (spin up / spin down) comes out at -12.6175 / -12.6351 eV.

```
! wB97M-V def2-TZVPD RIJCOSX def2/J DEFGRID3
* xyz 2 6
Mn -0.296 -0.605 -1.171
C -3.239 3.708 0.772
N -2.281 2.608 0.839
C -1.312 2.702 1.924
C -2.160 1.698 -0.144
N -0.988 1.166 -0.498
C 0.162 2.025 -0.443
C 0.072 3.246 -1.063
C 1.070 4.227 -0.916
C 2.124 3.985 -0.089
C 2.263 2.733 0.561
C 3.294 2.568 1.516
C 3.381 1.417 2.234
C 2.551 0.326 1.915
C 1.614 0.402 0.908
N 0.969 -0.783 0.442
C 1.548 -1.978 0.648
N 2.853 -2.234 0.443
C 3.673 -1.388 -0.412
C 3.610 -3.170 1.271
N 0.749 -3.006 1.005
C -0.511 -2.772 1.699
C 1.008 -4.387 0.619
C 1.336 1.679 0.312
N -3.285 1.288 -0.771
C -3.237 0.733 -2.112
C -4.577 1.207 -0.102
H -2.695 4.647 0.885
H -3.984 3.643 1.566
H -3.739 3.718 -0.192
H -1.850 2.957 2.836
H -0.560 3.470 1.732
H -0.815 1.745 2.068
H -0.820 3.480 -1.633
H 0.967 5.179 -1.419
H 2.868 4.748 0.098
H 3.975 3.390 1.697
H 4.115 1.319 3.024
H 2.688 -0.603 2.452
H 3.044 -0.813 -1.087
H 4.334 -2.027 -0.997
H 4.279 -0.698 0.179
H 2.999 -3.535 2.091
H 4.467 -2.641 1.692
H 3.981 -4.014 0.689
H -1.364 -2.826 1.016
H -0.498 -1.796 2.174
H -0.639 -3.541 2.461
H 1.775 -4.425 -0.149
H 0.086 -4.811 0.216
H 1.316 -5.000 1.466
H -2.391 1.144 -2.658
H -4.149 1.015 -2.637
H -3.185 -0.361 -2.103
H -4.460 1.387 0.962
H -4.986 0.204 -0.236
H -5.289 1.925 -0.512
O 0.956 -0.070 -2.854
H 0.939 -0.379 -3.768
H 1.323 0.826 -2.861
C -2.398 -4.517 -2.765
C -1.756 -3.313 -2.270
N -1.249 -2.362 -1.879
H -1.659 -5.312 -2.860
H -2.839 -4.318 -3.741
H -3.179 -4.824 -2.071
*
```